P) Density functional theory data (ωB97M-V/def2-TZVPD) for the ion C4H6ClN2O with charge +1.

Structure (XYZ):
```
14
C4H6ClN2O, DFT ωB97M-V/def2-TZVPD
C 1.186 -0.920 -0.312
C 0.386 0.245 -0.963
C -0.187 1.182 0.996
C -0.348 -0.791 -0.046
N 0.434 1.384 -0.156
N -0.595 -0.043 1.159
O -1.298 -1.672 -0.329
Cl 2.631 -0.688 0.884
H 1.447 -1.673 -1.143
H 0.235 0.377 -1.980
H -0.361 1.990 1.734
H 1.013 2.092 -0.500
H -1.247 -0.298 1.846
H -1.306 -2.107 -1.260
```

The total charge is +1. For the frontier orbital gap, the calculation gives 10.39 eV. For the HOMO energy, the calculation gives -14.2 eV.

Q) Density functional theory data (ωB97M-V/def2-TZVPD) for the ion C4H6ClN2O with charge +1.

Structure (XYZ):
```
14
C4H6ClN2O, DFT ωB97M-V/def2-TZVPD
C -1.450 -0.687 0.501
C -0.909 1.448 0.045
C 0.036 -0.968 0.677
C 0.847 -0.191 -0.352
N -1.806 0.496 0.195
N 0.214 1.148 -0.540
O 1.017 -0.858 -1.523
Cl 2.448 0.264 0.492
H -2.128 -1.430 0.484
H -1.317 2.360 0.318
H 0.171 -0.845 1.787
H 0.331 -1.965 0.684
H 0.588 1.968 -0.979
H 1.957 -0.739 -1.790
```

The total charge is +1. For the frontier orbital gap, the calculation gives 9.76 eV. For the HOMO energy, the calculation gives -15.6 eV.

What is the stability order? It is P), Q), from most stable to least stable.

P) Density functional theory data (ωB97M-V/def2-TZVPD) for a structure of composition C37H40IrOP2.

Structure (XYZ):
```
81
C37H40IrOP2, DFT ωB97M-V/def2-TZVPD
Ir 0.021 0.128 4.115
C -1.726 -0.170 5.446
C -2.076 -0.352 4.081
C -2.792 0.631 3.192
C -1.896 1.702 2.533
C -0.629 1.991 3.303
C -0.576 2.307 4.677
C -1.736 2.368 5.624
C -2.117 1.024 6.263
C 1.281 -1.156 3.387
H -1.568 -1.093 6.022
H -2.227 -1.406 3.816
H -3.650 1.091 3.702
H -3.216 0.032 2.372
H -1.586 1.356 1.539
H -2.466 2.630 2.377
H 0.177 2.447 2.709
H 0.334 2.812 5.017
H -2.603 2.849 5.148
H -1.434 3.054 6.432
H -1.633 0.979 7.242
H -3.191 0.998 6.491
H 1.217 -2.102 3.953
H 2.291 -0.724 3.523
H 1.113 -1.361 2.325
P -0.148 -1.724 -2.591
P 1.504 0.578 -2.821
C -1.034 -0.243 -3.140
C -0.209 0.814 -3.383
C -0.676 -2.969 -3.862
C -1.758 -2.766 -4.732
C -2.138 -3.763 -5.638
C -1.397 -4.941 -5.744
C -0.289 -5.137 -4.907
C 0.066 -4.164 -3.967
C -1.053 -2.138 -1.079
C -0.661 -1.423 0.065
C -1.313 -1.655 1.264
C -2.326 -2.620 1.341
C -2.719 -3.322 0.200
C -2.106 -3.068 -1.028
C 2.340 1.037 -4.439
C 2.186 0.176 -5.548
C 2.728 0.505 -6.798
C 3.475 1.683 -6.958
C 3.652 2.522 -5.858
C 3.084 2.214 -4.617
C 1.815 2.071 -1.825
C 3.061 2.139 -1.164
C 3.369 3.246 -0.375
C 2.425 4.270 -0.213
C 1.187 4.194 -0.855
C 0.871 3.093 -1.656
H -2.119 -0.244 -3.209
H -0.468 1.734 -3.902
H -2.316 -1.826 -4.698
H -3.021 -3.619 -6.264
H -1.680 -5.706 -6.473
H 0.291 -6.053 -4.990
H 0.920 -4.324 -3.302
H 0.153 -0.692 0.008
H -0.978 -1.092 2.146
H -2.809 -2.820 2.298
H -3.510 -4.075 0.264
H -2.435 -3.578 -1.930
H 1.626 -0.757 -5.433
H 2.576 -0.152 -7.649
H 3.906 1.935 -7.927
H 4.239 3.437 -5.969
H 3.211 2.909 -3.780
H 3.773 1.323 -1.272
H 4.340 3.305 0.116
H 2.659 5.124 0.417
H 0.454 4.996 -0.736
H -0.098 3.030 -2.147
C 1.177 -0.603 6.830
C 1.287 0.317 5.649
O 2.102 1.234 5.588
H 2.071 -1.244 6.903
H 0.278 -1.219 6.764
H 1.121 0.019 7.737
```

The total charge is +2. For the frontier orbital gap (spin up / spin down), the calculation gives 7.46 / 4.55 eV. As for the spin multiplicity: 6. For the HOMO energy (spin up / spin down), the calculation gives -12.4 / -13.5 eV.

Q) Density functional theory data (ωB97M-V/def2-TZVPD) for a structure of composition C37H40IrOP2.

Structure (XYZ):
```
81
C37H40IrOP2, DFT ωB97M-V/def2-TZVPD
Ir -0.076 -0.044 3.286
C -1.610 -0.072 5.003
C -2.310 -0.266 3.801
C -3.065 0.798 3.068
C -2.247 1.520 1.947
C -0.804 1.725 2.317
C -0.446 2.129 3.635
C -1.440 2.417 4.747
C -1.629 1.237 5.729
C 1.389 -1.107 2.479
H -1.441 -0.962 5.612
H -2.663 -1.294 3.640
H -3.489 1.548 3.748
H -3.940 0.342 2.587
H -2.290 0.911 1.026
H -2.699 2.507 1.744
H -0.085 2.017 1.543
H 0.545 2.581 3.793
H -2.404 2.722 4.330
H -1.099 3.290 5.316
H -0.815 1.295 6.465
H -2.546 1.322 6.344
H 1.346 -1.981 3.138
H 2.382 -0.663 2.641
H 1.262 -1.464 1.455
P -0.163 -1.503 -2.265
P 1.236 0.701 -2.048
C -1.193 -0.069 -2.724
C -0.467 1.080 -2.599
C -0.445 -2.649 -3.638
C -1.483 -2.461 -4.558
C -1.885 -3.529 -5.356
C -1.224 -4.757 -5.272
C -0.071 -4.883 -4.483
C 0.336 -3.822 -3.678
C -1.156 -2.208 -0.925
C -0.835 -1.607 0.302
C -1.440 -2.047 1.458
C -2.465 -2.998 1.409
C -2.849 -3.535 0.170
C -2.156 -3.185 -0.998
C 2.160 0.878 -3.668
C 1.975 -0.065 -4.704
C 2.451 0.187 -5.990
C 3.155 1.362 -6.273
C 3.426 2.257 -5.234
C 2.962 2.001 -3.939
C 1.678 2.186 -1.098
C 2.972 2.237 -0.539
C 3.395 3.393 0.114
C 2.546 4.502 0.212
C 1.251 4.437 -0.309
C 0.803 3.269 -0.926
H -2.212 -0.191 -3.099
H -0.780 2.098 -2.842
H -1.999 -1.507 -4.639
H -2.733 -3.375 -6.023
H -1.603 -5.619 -5.826
H 0.497 -5.813 -4.478
H 1.232 -3.901 -3.061
H -0.071 -0.823 0.320
H -1.088 -1.630 2.432
H -2.965 -3.289 2.332
H -3.689 -4.232 0.115
H -2.371 -3.663 -1.955
H 1.433 -0.997 -4.519
H 2.265 -0.540 -6.781
H 3.496 1.559 -7.289
H 4.003 3.162 -5.431
H 3.219 2.706 -3.149
H 3.634 1.372 -0.628
H 4.398 3.431 0.543
H 2.879 5.413 0.707
H 0.568 5.283 -0.238
H -0.223 3.197 -1.281
C 1.496 -0.726 5.772
C 1.462 0.169 4.574
O 2.289 1.061 4.403
H 2.510 -1.138 5.938
H 0.827 -1.581 5.646
H 1.185 -0.106 6.623
```

The total charge is +2. For the frontier orbital gap (spin up / spin down), the calculation gives 7.47 / 5.00 eV. As for the spin multiplicity: 6. For the HOMO energy (spin up / spin down), the calculation gives -12.3 / -13.8 eV.

What is the stability order? It is P), Q), from most stable to least stable.

P) Density functional theory data (ωB97M-V/def2-TZVPD) for an isolated molecule of C4H10.

Structure (XYZ):
```
14
C4H10, DFT ωB97M-V/def2-TZVPD
C 1.818 0.065 -0.267
C 0.585 -0.443 0.375
C -0.565 0.538 0.280
C -1.879 -0.168 -0.119
H 2.728 -0.342 -0.063
H 2.110 1.047 0.315
H 1.765 0.090 -1.230
H 0.401 -1.445 -0.196
H 0.716 -0.652 1.605
H -0.617 1.039 0.953
H -0.461 1.332 -0.485
H -2.733 0.594 -0.300
H -1.737 -0.660 -1.290
H -2.129 -0.996 0.422
```

For the frontier orbital gap, the calculation gives 12.24 eV. For the HOMO energy, the calculation gives -11.0 eV.

Q) Density functional theory data (ωB97M-V/def2-TZVPD) for an isolated molecule of C4H10.

Structure (XYZ):
```
14
C4H10, DFT ωB97M-V/def2-TZVPD
C -0.332 1.058 -1.210
C -0.145 -0.466 -0.909
C 0.343 -0.947 0.481
C 0.217 0.141 1.604
H 0.585 1.340 -1.062
H -1.201 1.466 -0.489
H -0.658 1.216 -2.386
H -1.244 -1.177 -1.147
H 0.653 -0.927 -1.595
H -0.126 -1.838 0.804
H 1.367 -1.296 0.308
H -0.901 0.325 1.506
H 0.758 1.259 1.594
H 0.685 -0.154 2.501
```

For the frontier orbital gap, the calculation gives 11.57 eV. For the HOMO energy, the calculation gives -10.4 eV.

R) Density functional theory data (ωB97M-V/def2-TZVPD) for a structure of composition C4H10.

Structure (XYZ):
```
14
C4H10, DFT ωB97M-V/def2-TZVPD
C 0.456 -1.429 -0.600
C 0.957 -0.160 -0.031
C -0.034 0.963 -0.124
C -1.254 0.781 0.767
H 0.175 -1.553 -1.704
H 1.321 -2.163 -0.650
H -0.480 -1.882 -0.199
H 1.237 -0.369 1.234
H 1.879 0.319 -0.446
H -0.192 0.863 -1.331
H 0.410 1.848 0.091
H -2.002 1.634 0.573
H -2.010 -0.309 0.542
H -1.088 0.679 1.815
```

For the frontier orbital gap, the calculation gives 11.79 eV. For the HOMO energy, the calculation gives -10.5 eV.

What is the stability order? It is R), Q), P), from most stable to least stable.